# 1
Molecular formula: C9H10N2O3S2
Method: DFT, ωB97M-V/def2-TZVPD

Geometry (Å):
C1 0.6609 -1.7608 0.8633
C2 1.6821 -1.2702 -1.2423
C3 -0.5630 -1.0674 0.5896
C4 0.5031 -0.5548 -1.5527
C5 1.7371 -1.8807 0.0730
C6 -0.6320 -0.5360 -0.6598
C7 0.2152 1.8707 1.2740
C8 -1.8513 2.2130 -0.1961
C9 2.9500 -2.5728 0.5464
N1 0.1156 2.1869 0.0592
N2 -2.4014 2.2381 1.0566
O1 -2.0012 1.0672 -2.4181
O2 -3.2068 0.0187 -0.5178
O3 -2.2486 3.1585 -1.0215
S1 -1.3440 1.6312 2.2727
S2 -1.9965 0.6102 -1.0291
H1 0.4920 -2.3369 1.8571
H2 2.5120 -1.3888 -1.9340
H3 -1.3035 -0.9136 1.3411
H4 0.3058 -0.2694 -2.6260
H5 1.1382 1.7227 1.8265
H6 3.7538 -2.4276 -0.1599
H7 3.3161 -2.2371 1.4795
H8 3.0034 -3.6477 0.6576
H9 -2.5886 3.2532 1.3932
H10 -2.2486 2.8934 -1.9325

Values from the calculation:
* multiplicity: 1
* largest force on an atom: 0.107 hartree/bohr
* total energy: -40284.6425 eV
* E_HOMO: -9.1 eV

---

# 2
Molecular formula: C35H36NP2Rh
Method: DFT, ωB97M-V/def2-TZVPD

Geometry (Å):
Rh1 -0.7723 -0.0403 0.6689
C1 0.7439 -2.4855 -0.6228
P1 -1.0472 -2.0744 -0.5153
C2 -1.7682 -2.3739 -2.1572
C3 -1.3329 -3.3750 -3.0258
C4 -1.9676 -3.5746 -4.2432
C5 -3.0542 -2.7837 -4.6006
C6 -3.5036 -1.7936 -3.7386
C7 -2.8599 -1.5930 -2.5236
C8 -1.7877 -3.4023 0.5020
C9 -1.6604 -3.2984 1.8875
C10 -2.2229 -4.2484 2.7284
C11 -2.9386 -5.3101 2.1925
C12 -3.0891 -5.4125 0.8169
C13 -2.5216 -4.4632 -0.0240
C14 1.3442 -1.1873 -1.0381
C15 2.0742 -0.7932 -2.1348
C16 2.0680 0.6322 -2.1357
C17 1.3327 1.0258 -1.0409
C18 0.7637 2.3476 -0.6383
P2 -1.0454 2.0314 -0.4580
C19 -1.7009 3.3702 0.6206
C20 -3.0809 3.5766 0.6561
C21 -3.6446 4.4769 1.5492
C22 -2.8368 5.1831 2.4320
C23 -1.4643 4.9854 2.4085
C24 -0.9022 4.0867 1.5076
C25 -1.6834 2.5292 -2.0967
C26 -1.7757 1.5404 -3.0678
C27 -2.1294 1.8556 -4.3753
C28 -2.3935 3.1715 -4.7191
C29 -2.2939 4.1731 -3.7575
C30 -1.9343 3.8559 -2.4556
N1 0.9307 -0.0779 -0.3408
H1 0.9821 -3.3175 -1.2838
H2 1.0418 -2.7522 0.3955
H3 -0.4929 -4.0047 -2.7580
H4 -1.6155 -4.3485 -4.9135
H5 -3.5533 -2.9458 -5.5478
H6 -4.3501 -1.1741 -4.0089
H7 -3.2074 -0.8215 -1.8454
H8 -1.1191 -2.4574 2.3002
H9 -2.1108 -4.1526 3.8011
H10 -3.3846 -6.0512 2.8440
H11 -3.6563 -6.2317 0.3933
H12 -2.6591 -4.5522 -1.0944
H13 2.5362 -1.4429 -2.8630
H14 2.5368 1.2862 -2.8558
H15 0.9472 3.1179 -1.3857
H16 1.1623 2.6842 0.3201
H17 -3.7241 3.0206 -0.0175
H18 -4.7177 4.6248 1.5584
H19 -3.2749 5.8847 3.1308
H20 -0.8244 5.5325 3.0903
H21 0.1710 3.9498 1.5114
H22 -1.5414 0.5195 -2.8048
H23 -2.1889 1.0709 -5.1203
H24 -2.6709 3.4224 -5.7356
H25 -2.4893 5.2040 -4.0262
H26 -1.8585 4.6429 -1.7141
C31 -1.5020 0.0839 4.2021
C32 -0.0587 0.2988 3.7260
C33 0.7528 -0.9949 3.9012
C34 0.5852 1.4043 4.5667
C35 -0.0189 0.6359 2.2548
H27 -1.5166 -0.3028 5.2251
H28 -2.0244 -0.6310 3.5596
H29 -2.0599 1.0223 4.1814
H30 0.9311 -1.1561 4.9691
H31 1.7187 -0.9349 3.3964
H32 0.2248 -1.8589 3.5045
H33 0.5779 1.1447 5.6284
H34 0.0422 2.3456 4.4444
H35 1.6221 1.5659 4.2632
H36 0.7656 1.3917 2.0839

Values from the calculation:
* multiplicity: 1
* largest force on an atom: 0.036 hartree/bohr
* total energy: -59953.3179 eV
* E_HOMO (alpha / beta): -6.6 / -6.6 eV

---

# 3
Molecular formula: CCl4OS
Method: DFT, ωB97M-V/def2-TZVPD

Geometry (Å):
C1 1.1067 0.2900 -0.4872
O1 -0.8271 -1.4780 0.6295
S1 -0.7904 -0.1394 0.1641
Cl1 1.1816 1.9839 -0.6367
Cl2 2.0039 -0.3185 0.8312
Cl3 -1.8507 1.0213 1.5808
Cl4 -2.0838 -0.0298 -1.3939

Values from the calculation:
* multiplicity: 1
* largest force on an atom: 0.025 hartree/bohr
* structure (SMILES): O=S(Cl)(Cl)=C(Cl)Cl
* relative energy (zero: lowest compared OMol25 entry of this formula, charge and spin): 301.1 kJ/mol
* total energy: -64005.8802 eV
* E_HOMO (alpha / beta): -9.2 / -9.2 eV

---

# 4
Molecular formula: C2H4N4O2
Method: DFT, ωB97M-V/def2-TZVPD

Geometry (Å):
C1 1.7048 -0.4500 0.1451
C2 -0.9944 0.7341 0.0189
H1 1.7714 -0.9942 1.1280
H2 2.0833 0.6439 0.0358
H3 2.6510 -0.9634 -0.2890
H4 -0.8828 2.6804 -0.2457
N1 -0.5015 -0.5588 0.1118
N2 -1.4481 -1.5925 0.0170
N3 -2.4651 -0.8584 -0.0024
N4 -0.2815 1.7315 -0.0068
O1 0.6908 -0.6955 -0.6818
O2 -2.3280 0.3228 -0.2308

Values from the calculation:
* multiplicity: 1
* largest force on an atom: 0.197 hartree/bohr
* structure (SMILES): [H]/N=c1\onnn1OC
* relative energy (zero: lowest compared OMol25 entry of this formula, charge and spin): 628.9 kJ/mol
* total energy: -12186.9697 eV
* E_HOMO: -9.8 eV

---

# 5
Molecular formula: C25H36AsCsN2O8PS
Method: DFT, ωB97M-V/def2-TZVPD

Geometry (Å):
Cs1 -0.5904 -0.0444 -0.4952
C1 1.2454 -2.6955 -2.4135
O1 0.5717 -1.5008 -2.7880
C2 0.3009 -1.2884 -4.1061
C3 0.5460 -2.2274 -5.0979
C4 0.2582 -1.9296 -6.4264
C5 -0.2681 -0.6960 -6.7668
C6 -0.5079 0.2441 -5.7726
C7 -0.2292 -0.0297 -4.4419
N1 -0.4981 0.9034 -3.3989
N2 -0.2685 2.0834 -3.7702
C8 -0.5230 3.1585 -2.9468
C9 -1.4158 3.1617 -1.8278
O2 -2.0741 2.1668 -1.4213
C10 -1.5786 4.4365 -1.1412
C11 -0.9493 5.5620 -1.5289
C12 -0.0841 5.5818 -2.6700
C13 0.5543 6.7661 -3.0779
C14 1.3752 6.7862 -4.1772
C15 1.5760 5.5967 -4.8943
C16 0.9716 4.4262 -4.5085
C17 0.1145 4.3805 -3.3840
H1 2.1908 -2.7958 -2.9518
H2 0.6240 -3.5753 -2.6041
H3 1.4537 -2.5992 -1.3475
H4 0.9598 -3.1926 -4.8445
H5 0.4468 -2.6758 -7.1880
H6 -0.5001 -0.4651 -7.7986
H7 -0.9259 1.2140 -6.0070
H8 -2.2442 4.4273 -0.2856
H9 -1.0947 6.4875 -0.9802
H10 0.3816 7.6697 -2.5028
H11 1.8636 7.7017 -4.4860
H12 2.2239 5.5982 -5.7631
H13 1.1438 3.5144 -5.0616
O3 -3.1323 1.1598 1.0065
H14 -2.8934 1.7162 0.2395
H15 -2.7138 1.5770 1.7721
C18 -3.0683 -3.3191 3.4088
As1 -1.7746 -3.7729 2.0479
C19 -2.5228 -2.9882 0.4491
C20 -0.2328 -2.7072 2.4715
S1 -1.4489 -5.8216 1.8890
H16 -3.2204 -2.2407 3.4451
H17 -2.6948 -3.6805 4.3648
H18 -4.0027 -3.8262 3.1758
H19 -2.8609 -1.9720 0.6686
H20 -3.3634 -3.6008 0.1307
H21 -1.7691 -2.9828 -0.3382
H22 -0.5178 -1.6649 2.6246
H23 0.4949 -2.7531 1.6622
H24 0.2120 -3.1075 3.3809
C21 4.4911 -0.7760 1.0500
O4 3.4658 -0.0737 1.7478
C22 2.1292 -0.3977 1.4129
O5 2.0358 -1.2620 0.5339
H25 5.4400 -0.3970 1.4285
H26 4.4275 -0.6071 -0.0269
H27 4.4262 -1.8520 1.2235
C23 1.8148 0.8810 4.5246
O6 1.0883 1.8335 3.7472
P1 -0.1002 1.2664 2.7852
O7 -1.3874 2.1429 3.3651
C24 -1.3216 3.5624 3.4688
O8 0.1724 2.1830 1.4600
C25 1.3793 2.8969 1.1886
H28 2.7198 1.3765 4.8708
H29 2.0923 0.0240 3.9101
H30 1.2270 0.5612 5.3887
H31 -2.2457 3.9008 3.9353
H32 -1.2285 4.0157 2.4795
H33 -0.4731 3.8665 4.0843
H34 1.3109 3.2384 0.1555
H35 2.2430 2.2443 1.3158
H36 1.4681 3.7632 1.8464

Values from the calculation:
* multiplicity: 1
* total charge: -1
* largest force on an atom: 0.006 hartree/bohr
* relative energy (zero: lowest compared OMol25 entry of this formula, charge and spin): 20.1 kJ/mol
* total energy: -127381.9921 eV
* E_HOMO: -4.5 eV

---

# 6
Molecular formula: C6H7NO3
Method: DFT, ωB97M-V/def2-TZVPD

Geometry (Å):
O1 0.4400 -0.0034 2.5556
C1 0.5846 0.3878 1.4304
C2 1.6201 1.3204 0.8190
C3 1.0413 1.3019 -0.6016
C4 -0.4723 1.5017 -0.3994
C5 -0.2687 0.0756 0.1695
O2 0.7883 -0.1334 -0.7886
C6 -1.2956 -0.9595 0.2409
N1 -2.3019 -1.5398 0.3194
H1 1.6140 2.3043 1.3067
H2 2.6288 0.8914 0.8742
H3 1.6037 1.7677 -1.4139
H4 -0.8206 2.2911 0.2764
H5 -1.0340 1.4768 -1.3378
O3 -1.2313 -3.9179 -1.0794
H6 -2.0862 -3.5121 -0.7257
H7 -0.8101 -3.2527 -1.6456

Values from the calculation:
* multiplicity: 1
* largest force on an atom: 0.043 hartree/bohr
* relative energy (zero: lowest compared OMol25 entry of this formula, charge and spin): 216.7 kJ/mol
* total energy: -13965.7153 eV
* E_HOMO: -10.1 eV

---

- The lowest largest force on an atom belongs to which entry?
  C25H36AsCsN2O8PS

---

What did the fifth record say?
Molecular formula: C25H36AsCsN2O8PS
Method: DFT, ωB97M-V/def2-TZVPD

Geometry (Å):
Cs1 -0.5904 -0.0444 -0.4952
C1 1.2454 -2.6955 -2.4135
O1 0.5717 -1.5008 -2.7880
C2 0.3009 -1.2884 -4.1061
C3 0.5460 -2.2274 -5.0979
C4 0.2582 -1.9296 -6.4264
C5 -0.2681 -0.6960 -6.7668
C6 -0.5079 0.2441 -5.7726
C7 -0.2292 -0.0297 -4.4419
N1 -0.4981 0.9034 -3.3989
N2 -0.2685 2.0834 -3.7702
C8 -0.5230 3.1585 -2.9468
C9 -1.4158 3.1617 -1.8278
O2 -2.0741 2.1668 -1.4213
C10 -1.5786 4.4365 -1.1412
C11 -0.9493 5.5620 -1.5289
C12 -0.0841 5.5818 -2.6700
C13 0.5543 6.7661 -3.0779
C14 1.3752 6.7862 -4.1772
C15 1.5760 5.5967 -4.8943
C16 0.9716 4.4262 -4.5085
C17 0.1145 4.3805 -3.3840
H1 2.1908 -2.7958 -2.9518
H2 0.6240 -3.5753 -2.6041
H3 1.4537 -2.5992 -1.3475
H4 0.9598 -3.1926 -4.8445
H5 0.4468 -2.6758 -7.1880
H6 -0.5001 -0.4651 -7.7986
H7 -0.9259 1.2140 -6.0070
H8 -2.2442 4.4273 -0.2856
H9 -1.0947 6.4875 -0.9802
H10 0.3816 7.6697 -2.5028
H11 1.8636 7.7017 -4.4860
H12 2.2239 5.5982 -5.7631
H13 1.1438 3.5144 -5.0616
O3 -3.1323 1.1598 1.0065
H14 -2.8934 1.7162 0.2395
H15 -2.7138 1.5770 1.7721
C18 -3.0683 -3.3191 3.4088
As1 -1.7746 -3.7729 2.0479
C19 -2.5228 -2.9882 0.4491
C20 -0.2328 -2.7072 2.4715
S1 -1.4489 -5.8216 1.8890
H16 -3.2204 -2.2407 3.4451
H17 -2.6948 -3.6805 4.3648
H18 -4.0027 -3.8262 3.1758
H19 -2.8609 -1.9720 0.6686
H20 -3.3634 -3.6008 0.1307
H21 -1.7691 -2.9828 -0.3382
H22 -0.5178 -1.6649 2.6246
H23 0.4949 -2.7531 1.6622
H24 0.2120 -3.1075 3.3809
C21 4.4911 -0.7760 1.0500
O4 3.4658 -0.0737 1.7478
C22 2.1292 -0.3977 1.4129
O5 2.0358 -1.2620 0.5339
H25 5.4400 -0.3970 1.4285
H26 4.4275 -0.6071 -0.0269
H27 4.4262 -1.8520 1.2235
C23 1.8148 0.8810 4.5246
O6 1.0883 1.8335 3.7472
P1 -0.1002 1.2664 2.7852
O7 -1.3874 2.1429 3.3651
C24 -1.3216 3.5624 3.4688
O8 0.1724 2.1830 1.4600
C25 1.3793 2.8969 1.1886
H28 2.7198 1.3765 4.8708
H29 2.0923 0.0240 3.9101
H30 1.2270 0.5612 5.3887
H31 -2.2457 3.9008 3.9353
H32 -1.2285 4.0157 2.4795
H33 -0.4731 3.8665 4.0843
H34 1.3109 3.2384 0.1555
H35 2.2430 2.2443 1.3158
H36 1.4681 3.7632 1.8464

Values from the calculation:
* multiplicity: 1
* total charge: -1
* largest force on an atom: 0.006 hartree/bohr
* relative energy (zero: lowest compared OMol25 entry of this formula, charge and spin): 20.1 kJ/mol
* total energy: -127381.9921 eV
* E_HOMO: -4.5 eV

---

- What is the total energy in the fourth record?
  -12186.9697 eV